# 1
The following is a DFT calculation (the ωB97M-V functional and the def2-TZVPD basis) of a cluster of 3 separate species, C23H40N4O3 in total in a non-equilibrium geometry.

```
70
Properties=species:S:1:pos:R:3:lowdin_charge:R:1
C 1.3568 -1.3710 0.7094 0.016
C 2.3663 -0.6606 -0.2406 -0.412
O 2.9054 -1.3372 -1.0908 0.084
N 2.6578 0.7679 -0.1723 -0.072
C 4.0071 1.0522 -0.7203 -0.039
N 1.6661 1.5568 -0.7705 0.004
C 0.9831 1.0609 -1.9428 -0.332
O 1.4780 1.0123 -3.0289 0.160
C -0.4488 0.7136 -1.4369 -0.065
C -1.4893 -0.1282 -1.9849 0.010
C -2.7362 -0.2060 -1.2050 -0.042
C -2.8916 0.5409 0.0568 -0.051
C -1.8191 1.3667 0.5950 -0.002
C -0.5786 1.4432 -0.1584 -0.060
C 0.7513 2.2114 0.1414 -0.318
O 0.9973 3.0751 0.9220 0.154
H 0.2916 -1.0578 0.5185 0.074
H 1.5603 -1.1633 1.7890 0.089
H 1.3806 -2.4790 0.5315 0.094
H 4.2270 2.1369 -0.5697 0.100
H 4.1041 0.7962 -1.8042 0.094
H 4.7338 0.4385 -0.1272 0.086
H -1.3273 -0.6778 -2.9340 0.118
H -3.5896 -0.8163 -1.5647 0.100
H -3.8497 0.4790 0.6210 0.095
H -1.9088 1.9540 1.5421 0.120
C -9.0487 2.0556 -0.7933 -0.092
C -8.5461 1.9347 0.6400 -0.276
N -7.1777 2.3931 0.8160 -0.198
C -6.6018 2.0129 2.0991 -0.262
C -7.2311 2.5984 3.3653 -0.086
C -6.8967 3.7561 0.3857 -0.249
C -7.7141 4.8871 1.0133 -0.084
H -8.3791 1.5460 -1.4897 0.079
H -10.0347 1.5927 -0.8801 0.073
H -9.1503 3.0968 -1.1055 0.064
H -8.5982 0.8747 0.9085 0.117
H -9.2451 2.4586 1.3058 0.099
H -5.5314 2.2460 2.0968 0.103
H -6.6461 0.9191 2.1745 0.107
H -6.9658 3.6470 3.4984 0.056
H -6.8558 2.0622 4.2407 0.072
H -8.3180 2.5056 3.3683 0.068
H -7.0314 3.8045 -0.6995 0.101
H -5.8323 3.9681 0.5297 0.114
H -8.7810 4.6589 1.0539 0.068
H -7.6018 5.7950 0.4154 0.073
H -7.3723 5.1259 2.0199 0.054
C 5.9913 -2.9348 -2.7972 -0.084
C 7.0787 -3.5685 -1.9374 -0.273
N 7.4646 -2.7531 -0.7978 -0.195
C 8.6877 -3.2069 -0.1487 -0.253
C 8.6728 -4.5847 0.5181 -0.090
C 6.3893 -2.3618 0.1014 -0.247
C 5.5578 -3.4726 0.7459 -0.077
H 6.2794 -1.9320 -3.1201 0.080
H 5.8284 -3.5395 -3.6929 0.073
H 5.0368 -2.8707 -2.2707 0.056
H 7.9536 -3.7096 -2.5803 0.117
H 6.7509 -4.5724 -1.6342 0.098
H 9.0014 -2.4609 0.5888 0.111
H 9.4855 -3.2039 -0.9013 0.109
H 8.1182 -4.5716 1.4563 0.053
H 9.6961 -4.8850 0.7579 0.070
H 8.2516 -5.3541 -0.1307 0.066
H 5.7069 -1.7058 -0.4489 0.079
H 6.7925 -1.7201 0.8922 0.116
H 5.2638 -4.2437 0.0315 0.071
H 4.6380 -3.0487 1.1581 0.064
H 6.0867 -3.9477 1.5718 0.054
```

Its SMILES is CC(=O)N(C)N1C(=O)c2ccccc2C1=O.CCN(CC)CC.CCN(CC)CC. As for the spin multiplicity: 1.

# 2
The following is a DFT calculation (the ωB97M-V functional and the def2-TZVPD basis) of a cluster of 2 separate species, C23H41B2BrCl3FNO6 in total in a non-equilibrium geometry.

```
78
Properties=species:S:1:pos:R:3:lowdin_charge:R:1
C -0.0843 -1.6836 -4.6411 -0.103
C 0.6456 -1.6673 -3.2822 -0.233
C 0.1728 -0.5505 -2.3309 -0.200
C -0.7863 -0.9423 -1.1986 -0.244
C -1.8753 -1.9037 -1.7179 -0.094
B -1.3731 0.3259 -0.3329 -0.808
C -1.8744 1.6649 -1.1589 -0.497
Br -3.0367 1.1968 -2.7090 0.694
C -0.7392 2.5918 -1.5867 -0.299
C -1.0168 3.5707 -2.7404 -0.161
O -2.4488 -0.1398 0.5971 -0.014
C -1.9008 -0.4507 1.8810 -0.226
C -1.5647 -1.9759 1.8349 -0.100
C -1.8924 -2.8357 3.0673 -0.178
C -1.1459 -4.1751 3.0404 -0.193
F -0.2360 -4.2592 4.0955 -0.076
B -3.1602 -0.2808 2.8753 -0.569
N -3.0567 -0.0849 4.3377 0.143
O -4.4328 -0.3602 2.3352 0.144
C -0.6131 0.5348 1.9653 -0.420
C 0.5522 -0.2115 2.6289 -0.643
Cl 0.2905 -0.5813 4.3019 0.758
C 1.7116 -0.5526 2.0827 -0.710
C 2.1319 -0.2889 0.6646 -0.099
Cl 2.9224 -1.3759 3.0175 0.646
C -0.9078 1.8036 2.8390 -0.546
Cl 0.6798 2.5996 3.2718 0.623
C -1.7352 2.8654 2.1251 -0.244
C -3.2500 2.7077 2.3075 -0.068
O -0.3840 0.9035 0.6701 0.009
H 0.6144 -1.4993 -5.4599 0.057
H -0.5618 -2.6442 -4.8450 0.060
H -0.8578 -0.9160 -4.6862 0.056
H 1.7032 -1.4724 -3.4565 0.058
H 0.6040 -2.6461 -2.8021 0.104
H -0.2178 0.2758 -2.9280 0.084
H 1.0768 -0.1669 -1.8464 0.077
H -0.1735 -1.5188 -0.4927 0.101
H -2.1981 -1.6122 -2.7164 0.039
H -1.4630 -2.9157 -1.8158 0.069
H -2.7302 -1.9726 -1.0479 0.061
H -2.5627 2.2059 -0.5120 0.059
H -0.4558 3.2173 -0.7381 0.102
H 0.1489 2.0240 -1.8634 0.090
H -0.8869 3.1105 -3.7176 0.051
H -1.9915 4.0488 -2.6469 0.058
H -0.2743 4.3745 -2.6774 0.060
H -0.5332 -2.1673 1.5353 0.112
H -2.1754 -2.3558 1.0157 0.121
H -1.5983 -2.3677 4.0032 0.063
H -2.9547 -3.0963 3.0864 0.113
H -0.6031 -4.3185 2.1053 0.116
H -1.8308 -5.0149 3.1756 0.107
H -3.1640 -0.9652 4.8295 0.066
H -3.8141 0.5137 4.6530 0.065
H -4.4967 -1.1355 1.7638 0.111
H 1.7243 -1.0332 -0.0164 0.077
H 3.2200 -0.3667 0.6041 0.053
H 1.8506 0.7108 0.3480 0.088
H -1.3750 1.5437 3.7817 0.065
H -1.5054 2.9225 1.0680 0.081
H -1.4557 3.8318 2.5473 0.085
H -3.7702 3.6524 2.1553 0.077
H -3.5104 2.2681 3.2681 0.061
H -3.6402 2.0261 1.5461 0.071
C 6.7025 1.1004 -1.2748 -0.023
C 5.6549 0.6371 -2.2515 -0.333
C 4.2575 1.1711 -2.0284 -0.087
O 3.4613 0.1523 -2.6406 0.049
C 4.1396 -1.0148 -2.5406 -0.555
O 3.6799 -2.0863 -2.7552 0.166
O 5.4192 -0.7785 -2.1407 0.081
H 7.6252 0.5366 -1.4089 0.085
H 6.9152 2.1586 -1.4274 0.088
H 6.3689 0.9513 -0.2472 0.091
H 5.9768 0.8335 -3.2795 0.156
H 4.0689 2.1344 -2.4949 0.141
H 3.9964 1.2187 -0.9680 0.124
```

Its net charge is -1. As for the spin multiplicity: 1.

# 3
The following is a DFT calculation (the ωB97M-V functional and the def2-TZVPD basis) of an isolated molecule of C23H41BrN6O5S2 in a non-equilibrium geometry.

```
78
Properties=species:S:1:pos:R:3:lowdin_charge:R:1
C 0.5245 -1.5469 -2.5913 0.020
C 0.0167 -0.9886 -1.4810 -0.092
C -0.7542 -1.7946 -0.3717 -0.400
C 0.4200 -2.3582 0.5617 -0.097
C 1.3943 -1.1210 0.8441 -0.166
C 2.0108 -1.3779 2.2937 -0.159
C 3.5084 -0.9084 2.4181 -0.189
N 3.8706 0.1986 1.4938 -0.230
C 5.0667 -0.0996 0.6674 -0.205
C 4.6642 -0.3746 -0.8323 -0.202
C 5.6632 0.2287 -1.8928 -0.238
C 5.7856 -0.8161 -3.0895 -0.120
C 4.0065 1.4229 2.2479 -1.037
S 5.2439 1.8085 3.2471 0.700
S 2.6290 2.6344 2.0144 0.820
C 3.2511 3.9947 0.9474 -0.469
C 2.0946 4.7799 0.1866 -0.287
C 0.6430 4.2560 0.4684 -0.169
O -1.5370 -1.0110 0.4866 0.011
C -2.7059 -0.4845 -0.1696 -0.291
C -3.8090 -0.5746 0.9684 -0.020
C -4.9377 0.5094 0.8631 -0.324
O -6.2085 -0.2026 0.9408 -0.088
C -4.9229 1.5407 2.0738 -0.203
N -6.3159 2.0734 2.2126 -0.029
C -2.3046 1.0210 -0.4629 -0.616
O -2.2980 1.8560 0.4505 0.013
O -1.9195 1.3684 -1.6310 -0.073
N -3.0265 -1.2693 -1.3905 0.092
C -4.3563 -1.0334 -1.9559 -0.122
C -4.4843 0.3000 -2.7834 -0.743
O -5.2067 1.1840 -2.5259 0.071
Br -3.3721 0.4342 -4.4195 0.680
C -2.8115 -2.6209 -1.0979 -0.233
N -3.7830 -3.5294 -0.9523 0.214
N -1.4425 -3.0133 -0.9330 0.021
N -1.3559 -4.1287 -0.0785 0.058
H 0.7610 -2.6245 -2.7209 0.067
H 0.7911 -0.8784 -3.4378 0.072
H 0.1642 0.0877 -1.2783 0.122
H 1.0418 -3.1158 0.0421 0.125
H 0.0479 -2.6682 1.5639 0.110
H 0.8288 -0.1663 0.9320 0.114
H 2.2094 -1.0805 0.0852 0.087
H 2.0080 -2.4947 2.4223 0.099
H 1.3306 -0.9741 3.0774 0.114
H 4.1520 -1.8171 2.3011 0.123
H 3.6895 -0.5520 3.4660 0.099
H 5.6659 -0.9685 1.0322 0.120
H 5.7473 0.7884 0.6957 0.094
H 3.6703 0.1122 -1.0091 0.107
H 4.4899 -1.4774 -0.9628 0.106
H 6.6502 0.4298 -1.4174 0.100
H 5.2036 1.1509 -2.3247 0.103
H 6.5766 -1.5618 -2.8457 0.071
H 5.9556 -0.2931 -4.0599 0.067
H 4.8083 -1.3624 -3.1248 0.062
H 3.9899 3.6618 0.1849 0.074
H 3.7711 4.7460 1.5929 0.069
H 2.2749 4.7003 -0.9118 0.101
H 2.1473 5.8566 0.4861 0.101
H 0.3681 4.2327 1.5483 0.062
H -0.0892 4.9504 -0.0242 0.080
H 0.4532 3.2529 0.0230 0.063
H -3.2673 -0.4069 1.9338 0.136
H -4.2421 -1.6120 0.9711 0.113
H -4.9238 1.1298 -0.0587 0.136
H -6.2737 -0.4728 1.8742 0.094
H -4.5391 1.0908 3.0186 0.116
H -4.2944 2.4241 1.7902 0.111
H -6.2296 2.9882 2.6629 0.065
H -6.7176 2.2536 1.2910 0.069
H -4.5267 -1.8424 -2.7172 0.134
H -5.2252 -1.1030 -1.2584 0.131
H -4.5688 -3.3078 -0.3482 0.136
H -3.6518 -4.4308 -1.3995 0.137
H -1.5758 -4.9758 -0.5927 0.098
H -1.9124 -4.0269 0.7701 0.112
```

As for the spin multiplicity: 1.

These records have DFT total energy values of -1345.0146, -5511.5577, -4975.8407 hartree, in the order they appear.